ORCA calculation (ωB97M-V/def2-TZVPD) on a gas-phase ion, C4H10IN3O3P (charge +1) at a distorted geometry.

Geometry as XYZ:
```
22
Properties=species:S:1:pos:R:3:forces:R:3:lowdin_charge:R:1
C 0.26315 0.69535 -0.65266 -0.6 -1.0 0.3 -0.742
C 0.23965 -1.75143 2.39238 -0.5 1.9 -1.2 -0.062
C 0.61244 -0.62112 1.46859 1.9 -1.6 -1.3 -0.171
C -0.18318 -0.52894 0.17589 -1.9 1.5 0.2 -0.173
N 0.29965 1.08042 -3.17063 0.1 -1.1 3.4 0.147
N -0.37931 0.52937 -2.25332 0.0 0.2 -0.2 -0.235
N -1.60989 -0.03749 0.48916 -3.4 1.1 -0.1 0.165
O 0.01086 1.78408 -0.18080 -0.3 1.2 0.1 -0.092
O -1.53313 0.00926 -2.28915 1.1 0.9 -0.5 -0.026
O 1.58853 0.36738 -1.05237 2.4 0.0 -0.3 -0.438
P 2.61124 1.30839 -1.75780 -0.5 -0.3 -0.5 0.663
I 2.17413 3.50319 -1.18765 0.4 0.6 0.0 0.719
H -0.70682 -1.58868 2.78604 -1.9 0.2 0.9 0.061
H 0.24140 -2.66076 1.92476 0.1 -2.4 -1.3 0.064
H 0.90374 -1.78143 3.16993 1.7 -0.1 2.1 0.064
H 0.50602 0.32230 1.95828 0.2 0.8 0.3 0.117
H 1.71262 -0.81544 1.21798 -1.4 0.7 0.1 0.154
H -0.45024 -1.31846 -0.49321 0.8 -1.3 0.0 0.152
H -0.22457 1.09566 -3.98948 -1.2 0.1 -2.2 0.076
H -1.94262 0.36753 -0.46923 0.5 -0.6 1.5 0.153
H -1.70943 0.75084 1.21238 0.7 -1.3 -1.4 0.198
H -2.42426 -0.71002 0.70091 2.1 0.5 -0.1 0.205
```
Positions in Å, forces in eV/Å.

- Kohn-Sham gap (eV) = 7.44
- HOMO energy (Eh) = -0.478
- DFT total energy (eV) = -32302.1289
- LUMO energy (eV) = -5.6
- charge = +1

***

ORCA calculation (ωB97M-V/def2-TZVPD) on a molecular structure, C2H8KO2 at a distorted geometry.

Geometry as XYZ:
```
13
Properties=species:S:1:pos:R:3:forces:R:3:lowdin_charge:R:1
K 1.00779 1.50977 0.57483 6.3 9.1 3.1 1.143
C 0.90105 -1.20383 1.56476 -0.8 -1.6 0.0 -0.073
O 0.60839 -0.32662 0.48263 -0.7 -8.1 0.3 -0.457
H -0.04096 -1.42355 2.06721 0.2 0.3 0.6 0.104
H 1.21382 -2.17704 1.18645 0.5 0.1 0.0 0.102
H 1.65932 -0.81161 2.24247 -0.1 0.3 -0.2 0.100
H 0.01389 -0.75543 -0.13730 0.6 -0.9 1.0 0.039
C -0.78153 0.56314 -1.56788 -2.1 -0.1 1.1 -0.042
O -0.77729 1.50339 -0.44563 -2.9 0.1 -3.1 -0.315
H -1.82759 0.50020 -1.86775 0.2 -0.1 -0.6 0.115
H -0.10888 0.68724 -2.41655 0.2 0.5 0.4 0.118
H -0.60091 -0.36863 -1.03190 -0.9 0.4 -2.1 0.057
H -1.26711 2.30298 -0.65135 -0.4 0.0 -0.4 0.110
```
Positions in Å, forces in eV/Å.

- Kohn-Sham gap (eV) = 12.02
- HOMO energy (Eh) = -0.566
- DFT total energy (eV) = -22614.2880
- LUMO energy (eV) = -3.4
- charge = +1

***

ORCA calculation (ωB97M-V/def2-TZVPD) on C19H20N2O in the gas phase at a distorted geometry.

Geometry as XYZ:
```
42
Properties=species:S:1:pos:R:3:forces:R:3:lowdin_charge:R:1
O 0.90379 0.36045 4.02157 0.0 -0.6 0.7 0.064
C 0.73985 1.31742 3.29931 0.1 0.6 -0.3 -0.450
C -4.05701 -0.11681 -1.40319 2.2 -0.3 0.8 -0.091
C -3.10799 -0.20887 -0.38509 -0.2 0.1 -2.3 0.019
C -3.65533 -0.06993 -2.79169 2.4 -0.3 0.6 -0.070
C 0.59787 -0.43317 -0.99694 -1.7 0.1 2.4 -0.107
C -2.29757 -0.19653 -3.11783 -2.5 0.6 1.6 -0.015
C 0.02589 -0.38974 -2.22964 0.1 -0.3 0.5 -0.029
C -1.68536 -0.24641 -0.76320 -1.1 -0.2 1.8 -0.174
C -0.53390 -0.30991 -0.00901 2.1 -0.4 -0.5 -0.097
C 4.83063 -0.93980 -0.49075 0.0 0.0 -0.2 -0.097
C 4.31352 0.03247 -1.35278 -0.4 0.2 0.6 -0.072
C 3.96738 -1.72360 0.27508 -0.3 0.1 -0.6 -0.082
C 2.92462 0.23460 -1.40190 1.2 -0.4 -0.1 -0.051
C 2.58838 -1.61145 0.09248 -0.2 0.3 0.8 -0.022
C 2.05616 -0.58666 -0.71162 -0.6 -0.7 -0.2 -0.194
N -1.34244 -0.30903 -2.09530 -0.5 0.3 -2.3 -0.029
N 0.88296 2.59750 3.80414 -0.1 1.2 -1.8 -0.147
C 0.89504 3.81956 2.92809 -0.5 -1.0 0.3 -0.035
C 1.34338 2.77630 5.14995 0.4 -0.9 0.8 -0.075
C 0.44203 1.08112 1.81193 -1.4 0.8 0.6 -0.103
C -0.29695 -0.21832 1.49538 -0.6 -0.1 0.0 -0.131
H -5.09067 -0.13191 -1.15970 -0.7 0.1 0.2 0.081
H -3.43382 -0.28981 0.64631 0.3 0.1 -0.1 0.104
H -4.41428 0.07669 -3.54243 0.2 -0.1 -0.3 0.089
H -2.00252 -0.09751 -4.14050 0.6 -0.2 -0.2 0.109
H 0.58186 -0.49890 -3.13136 -0.3 0.0 -0.8 0.125
H 5.89458 -1.17001 -0.42399 -0.2 0.4 -0.1 0.100
H 4.94419 0.71222 -1.92619 0.0 -0.4 0.1 0.101
H 4.39508 -2.46216 0.94709 -0.2 0.0 -0.1 0.103
H 2.51599 0.98590 -2.04251 -0.1 0.5 -0.3 0.105
H 1.92409 -2.27327 0.66382 0.2 0.3 -0.4 0.118
H 1.31378 3.57057 1.96335 0.0 -0.1 -0.3 0.069
H -0.13627 4.16435 2.79051 0.2 0.2 0.0 0.086
H 1.51185 4.64438 3.31307 -0.2 -0.5 0.3 0.084
H 2.30927 2.24721 5.25450 -0.5 0.0 0.4 0.100
H 0.60758 2.42972 5.89859 0.5 -0.2 -0.3 0.097
H 1.52891 3.81398 5.37379 -0.1 0.4 -0.2 0.071
H -0.19043 1.85936 1.36760 0.3 0.2 0.2 0.121
H 1.37014 1.09927 1.30166 1.1 0.1 -0.6 0.103
H -1.22194 -0.24498 2.11107 0.3 0.0 -0.6 0.126
H 0.28308 -1.06888 1.83174 0.2 -0.2 0.1 0.097
```
Positions in Å, forces in eV/Å.

- SMILES = CN(C)C(=O)CCc1c(-c2ccccc2)cn2ccccc12
- Kohn-Sham gap (eV) = 8.07
- HOMO energy (Eh) = -0.270
- DFT total energy (eV) = -25054.7356
- LUMO energy (eV) = 0.7

***

ORCA calculation (ωB97M-V/def2-TZVPD) on C12H21F3OS2 in the gas phase at a distorted geometry.

Geometry as XYZ:
```
39
Properties=species:S:1:pos:R:3:forces:R:3:lowdin_charge:R:1
O -4.89544 2.20005 -2.72466 0.5 0.4 -2.1 0.136
F -5.44981 3.60678 -4.97559 0.4 -1.4 -0.4 0.155
F -4.91649 1.62686 -5.92848 -0.2 0.8 0.4 0.155
F -3.40976 3.16320 -5.54838 -0.4 -0.3 -0.2 0.132
S 2.72696 -1.30268 7.06880 0.0 -0.1 0.3 0.659
S -1.56485 2.08587 -3.12264 0.2 -0.2 -0.5 0.886
C -4.22508 2.00327 -3.73219 -0.6 -1.4 3.9 -0.350
C -4.54200 2.60304 -5.06808 0.3 1.4 -0.8 -0.543
C -3.05339 1.05563 -3.55325 1.3 -0.1 -0.6 -0.359
C 2.78363 -0.73113 5.32697 -0.8 -0.9 0.5 -0.563
C -0.20238 0.84690 -3.25038 -0.2 0.1 0.4 -0.462
C 2.17137 -1.74960 4.34814 0.7 0.7 0.4 -0.303
C -0.08856 0.03969 -1.95871 0.6 -0.3 -0.4 -0.296
C 2.11987 -1.05728 3.03088 -0.6 -0.6 -1.4 -0.250
C 0.57350 0.80750 -0.82247 -0.2 -1.0 0.5 -0.220
C 1.49920 -1.94839 1.93804 -0.6 0.7 -0.4 -0.207
C 0.57326 0.03626 0.52207 0.6 -0.2 -0.4 -0.196
C 1.42292 -1.27718 0.55548 -0.1 0.8 -0.6 -0.205
H 2.04168 -2.46864 6.96678 0.2 0.5 -0.3 -0.151
H -3.21375 0.38646 -2.70992 -0.5 0.2 -0.1 0.082
H -2.81651 0.44124 -4.43667 -0.1 0.4 0.1 0.096
H 2.25125 0.24015 5.26095 0.4 -0.6 0.0 0.078
H 3.83100 -0.61584 5.07704 0.1 0.3 0.0 0.062
H -0.36994 0.18491 -4.10971 0.0 0.4 0.1 0.079
H 0.74631 1.39360 -3.37314 -0.5 0.1 -0.3 0.082
H 2.76599 -2.66049 4.28280 0.2 0.0 0.2 0.118
H 1.16816 -2.04525 4.60285 -0.5 0.0 0.5 0.106
H -1.08354 -0.30276 -1.70198 -0.2 -0.2 0.4 0.098
H 0.53002 -0.84384 -2.17000 -0.2 0.0 0.0 0.111
H 3.10748 -0.71910 2.73334 0.3 0.0 -0.2 0.123
H 1.50615 -0.17277 3.13826 -0.1 0.3 0.0 0.100
H 1.59648 1.03652 -1.09020 0.4 0.1 -0.2 0.110
H 0.05577 1.73957 -0.70356 -0.3 0.6 0.2 0.088
H 0.46333 -2.22894 2.21329 0.4 0.2 0.1 0.121
H 2.03104 -2.88669 1.84401 0.3 -0.2 0.0 0.105
H -0.45022 -0.19570 0.76134 -0.6 -0.2 0.2 0.106
H 0.91336 0.70992 1.30329 0.1 0.1 0.1 0.094
H 0.96094 -1.97557 -0.16349 0.3 0.1 0.2 0.103
H 2.44208 -1.02560 0.16914 -0.6 -0.3 0.3 0.122
```
Positions in Å, forces in eV/Å.

- SMILES = O=C(CSCCCCCCCCCS)C(F)(F)F
- Kohn-Sham gap (eV) = 8.94
- HOMO energy (Eh) = -0.331
- DFT total energy (eV) = -44654.8747
- LUMO energy (eV) = -0.1

***

ORCA calculation (ωB97M-V/def2-TZVPD) on a molecular structure, C9H12N2O at a distorted geometry.

Geometry as XYZ:
```
24
Properties=species:S:1:pos:R:3:forces:R:3:lowdin_charge:R:1
C -1.83960 -1.88825 0.29928 -4.5 -2.0 0.0 -0.093
C -0.40280 -0.42538 -1.32749 -0.7 -1.8 -8.2 -0.240
C 0.06377 0.36688 -0.30707 2.7 3.4 4.7 -0.324
C 1.16830 -0.18812 0.41208 -0.7 -2.4 -0.5 -0.077
C 1.73564 0.52039 1.43092 2.5 3.4 0.8 -0.076
C 1.47799 1.99020 1.64215 -3.9 -3.8 -6.5 -0.005
C 0.53587 2.69814 0.70403 2.8 -5.1 5.5 -0.351
C 0.26188 4.13428 1.06962 -1.5 0.5 -3.3 -0.120
C -0.24188 1.69301 -0.01175 0.6 3.9 -1.5 -0.021
H -1.43826 -2.06904 1.44107 -0.3 1.1 -3.3 0.101
H -2.49764 -3.07596 0.14152 2.3 3.8 0.1 0.140
H -2.90383 -1.04245 0.28031 3.9 -2.5 0.1 0.152
H -1.07255 0.04120 -2.22979 1.2 -0.5 2.6 0.174
H 0.61186 -0.61844 -1.97174 -2.5 -0.2 1.3 0.178
H 1.44376 -1.32872 0.10422 -0.3 3.0 1.0 0.168
H 2.74447 0.24536 1.92073 -2.1 -0.3 -0.5 0.122
H 2.01626 2.36994 2.37747 2.3 2.3 3.1 0.024
H -1.20038 4.02146 0.76675 4.3 1.4 1.5 0.184
H 0.76561 4.41742 2.22699 -2.1 -0.5 -3.9 0.139
H 0.79406 4.82861 -0.06423 -1.7 -1.6 4.0 0.165
H -0.87072 2.39114 -0.60004 -0.9 -1.6 -0.4 0.102
N -0.95890 -1.70635 -0.96262 -0.7 -3.4 2.6 -0.200
N -0.40607 -2.80977 -1.60697 -0.8 -1.9 1.2 -0.041
O -0.67411 -3.99681 -1.23459 0.2 4.8 -0.6 -0.099
```
Positions in Å, forces in eV/Å.

- Kohn-Sham gap (eV) = 9.05
- HOMO energy (Eh) = -0.322
- DFT total energy (eV) = -14544.1220
- LUMO energy (eV) = 0.3

***

ORCA calculation (ωB97M-V/def2-TZVPD) on C15H21ClN4OS in the gas phase at a distorted geometry.

Geometry as XYZ:
```
43
Properties=species:S:1:pos:R:3:forces:R:3:lowdin_charge:R:1
C -4.79323 -2.16234 1.99042 -0.1 0.1 -0.2 -0.114
C -4.86418 -1.42527 0.65882 0.3 0.0 0.1 -0.269
C -3.48342 -0.97011 0.19537 -0.2 0.2 -0.3 -0.191
C -3.55245 -0.24168 -1.14760 -0.2 -0.3 0.3 -0.195
O -2.27916 0.15386 -1.61469 0.3 0.1 -0.1 -0.060
C -1.65161 1.22616 -1.06058 0.3 0.3 0.0 -0.233
C -2.20774 2.09563 -0.12910 -0.2 -0.3 -0.2 -0.014
C -1.47694 3.16433 0.36150 0.3 0.1 0.0 -0.101
C -0.18050 3.36983 -0.07408 -0.2 -0.2 0.0 -0.672
C 0.39153 2.52018 -1.00692 -0.2 0.1 0.0 -0.060
C -0.33800 1.45534 -1.50793 -0.3 0.0 0.1 -0.222
C 0.27683 0.51482 -2.48665 0.2 -0.2 0.2 -0.374
H 1.12432 0.95919 -3.00321 -0.1 0.0 -0.1 0.080
H -0.46160 0.12224 -3.18321 0.1 0.0 0.0 0.083
S 0.93768 -0.95837 -1.62216 -0.2 -0.3 -0.2 0.977
C 2.47600 -0.30651 -1.14626 -0.1 -0.1 -0.1 -0.631
N 3.00835 0.83414 -1.48426 -1.1 -0.3 -0.4 0.011
N 4.21308 0.91037 -0.88838 1.2 0.2 0.5 0.068
C 4.41147 -0.16816 -0.19150 0.1 -0.2 0.0 -0.332
N 3.32190 -0.99476 -0.31793 -0.1 0.5 -0.3 -0.104
N 3.13989 -2.23930 0.27400 -0.1 -0.3 0.0 0.106
H 2.18456 -2.30810 0.62088 0.2 0.1 0.0 0.089
H 3.27822 -2.98062 -0.41248 0.0 0.2 0.0 0.105
C 5.59718 -0.49236 0.63447 -0.1 0.0 0.2 -0.178
H 6.36771 0.24516 0.41143 0.0 -0.1 -0.1 0.113
C 5.25049 -0.46865 2.12360 0.1 0.0 -0.1 -0.098
H 6.13610 -0.68535 2.71512 0.0 0.0 0.1 0.068
H 4.87467 0.51170 2.40592 0.0 0.1 0.1 0.078
H 4.49116 -1.21465 2.34484 0.0 0.0 0.1 0.057
H 5.96183 -1.48526 0.36117 0.1 0.1 0.0 0.110
H 1.40900 2.66583 -1.33662 0.0 0.0 0.0 0.100
Cl 0.73590 4.69540 0.55042 0.1 0.2 0.1 0.667
H -1.91745 3.83103 1.08579 0.0 0.1 0.1 0.105
H -3.21522 1.95573 0.22802 -0.1 0.0 0.0 0.107
H -4.23391 0.61621 -1.09392 0.0 0.0 0.0 0.125
H -3.92353 -0.92317 -1.91870 0.0 0.1 0.1 0.134
H -3.04095 -0.31178 0.94613 0.0 0.0 0.0 0.112
H -2.82449 -1.83395 0.08544 0.1 0.0 0.0 0.123
H -5.51754 -0.55533 0.75944 -0.1 0.0 -0.1 0.110
H -5.30118 -2.08058 -0.09776 -0.1 0.0 -0.1 0.110
H -5.78494 -2.47737 2.30533 -0.1 -0.1 0.1 0.068
H -4.37620 -1.51864 2.76167 0.0 0.0 0.1 0.072
H -4.16360 -3.04487 1.90415 0.1 -0.1 0.0 0.072
```
Positions in Å, forces in eV/Å.

- SMILES = CCCCOc1ccc(Cl)cc1CSc1nnc(CC)n1N
- Kohn-Sham gap (eV) = 8.57
- HOMO energy (Eh) = -0.301
- DFT total energy (eV) = -47260.6455
- LUMO energy (eV) = 0.4